Entry 1:
Computed, not measured: one molecule with the formula C18H16BrN3O2S2 in a non-equilibrium geometry, with ωB97M-V/def2-TZVPD.

Properties
frontier orbital gap: 8.6 eV
charge: 0
lowest unoccupied orbital energy: 0.0044 Eh
ΔE to the lowest compared entry with this formula, charge and spin: 50.4 kcal/mol
SMILES: Cc1cc(-n2c(Br)nnc2S[C@@H](C(=O)O)c2ccccc2)sc1C1CC1
HOMO energy: -8.53 eV

Geometry (Å):
O: -2.13898 4.34659 0.84304
Br: -5.09640 -0.93535 -2.62020
N: -4.36420 0.96641 -0.56442
N: -3.34729 1.37655 0.33545
O: -1.73309 3.35233 2.81249
S: -0.08940 -0.98805 -1.58612
S: -0.89368 0.77306 1.25113
C: -1.55867 3.50614 1.52260
C: -4.03196 -0.19026 -1.14627
C: -2.42220 0.47238 0.33726
C: -2.07656 -2.67023 -1.66591
C: -1.77247 -1.40106 -1.27898
C: -0.86873 -3.43858 -1.88349
C: 0.30352 -2.67013 -1.79742
C: 3.40758 3.72467 2.07966
C: 2.60209 3.04507 3.01533
C: 2.95332 4.09644 0.82428
C: 1.28965 2.74725 2.67357
C: 1.61879 3.75050 0.47898
C: 0.84528 2.94798 1.38939
N: -2.77800 -0.45459 -0.67935
C: -1.02916 -4.89013 -2.01235
C: -0.56472 2.57449 0.96222
C: 2.20189 -3.95025 -0.65771
C: 2.51234 -2.45576 -0.81390
C: 1.68763 -3.21092 -1.86715
H: -2.43890 4.05129 2.92760
H: -3.07248 -3.08275 -1.50640
H: 4.37391 3.92514 2.28125
H: 2.66826 2.90569 4.10709
H: 3.67185 4.64008 0.18584
H: 0.59507 2.38955 3.53715
H: 1.23832 4.19806 -0.38980
H: -1.65675 -5.22924 -1.18828
H: -0.07263 -5.46696 -1.93483
H: -1.51710 -5.08046 -3.00475
H: -0.61753 2.74893 -0.13153
H: 3.10377 -4.65503 -0.82379
H: 1.52253 -4.21949 0.17430
H: 3.43247 -2.18927 -1.27381
H: 2.01480 -1.86807 -0.05846
H: 2.09784 -3.49202 -2.85367

---

Entry 2:
Computed, not measured: C18H16EuN3O7S2 as an isolated structure in a non-equilibrium geometry, with ωB97M-V/def2-TZVPD.

Properties
frontier orbital gap (spin up / spin down): 5.7 / 7.5 eV
charge: 0
lowest unoccupied orbital energy (spin up / spin down): -0.0853 / -0.0187 Eh
spin multiplicity: 7
HOMO energy (spin up / spin down): -7.99 / -8.00 eV

Geometry (Å):
Eu: -1.24491 0.05466 -0.17421
O: 0.21319 -2.12182 -3.72555
C: -0.52372 -1.63675 -2.83386
O: -0.42795 -1.80342 -1.58134
C: -1.63661 -0.67248 -3.30549
C: -2.02775 -0.50170 -4.62578
C: -3.09550 0.36526 -4.87949
C: -3.66348 1.11545 -3.84404
C: -3.20224 0.91632 -2.53136
N: -2.24106 0.03201 -2.33182
C: -3.80853 1.63869 -1.29699
O: -4.67976 2.48965 -1.56063
O: -3.33491 1.32258 -0.16831
H: -1.49202 -1.06767 -5.37018
H: -3.47460 0.42372 -5.89099
H: -4.44188 1.84532 -3.98025
O: -0.75738 -1.35579 4.00531
C: 0.52907 -1.15637 4.33655
C: 1.02461 -1.30459 5.64372
C: 2.40689 -1.11863 5.85617
C: 3.28522 -0.79668 4.81801
C: 2.79804 -0.59451 3.54288
C: 1.41797 -0.77387 3.30642
C: 0.89267 -0.67412 1.92646
O: -0.24225 -1.21417 1.59884
N: 1.65693 0.02877 1.10112
N: 1.09526 0.51214 -0.03744
C: 1.92551 0.58054 -1.08266
S: 3.05135 -0.73460 -1.19469
C: 3.32055 -0.80825 -2.99363
C: 2.70037 0.41861 -3.70736
S: 1.46150 1.27186 -2.65149
H: -0.75455 -1.38105 2.96696
H: 0.35367 -1.54381 6.48830
H: 2.79539 -1.19836 6.86106
H: 4.35212 -0.71485 4.98966
H: 3.41572 -0.36142 2.69195
H: 2.84880 -1.76293 -3.27721
H: 4.38878 -0.91178 -3.16114
H: 2.11869 0.11551 -4.58703
H: 3.43180 1.16417 -4.01521
C: -2.08525 1.97243 2.60304
O: -1.05786 1.87141 1.58599
H: -2.02879 2.91935 3.15795
H: -2.03296 1.11003 3.28930
H: -3.03968 1.93097 2.06830
H: -0.19045 2.11017 1.97015

---

Entry 3:
Computed, not measured: C18H16IrN7O7S2 as an isolated structure in a non-equilibrium geometry, with ωB97M-V/def2-TZVPD.

Properties
frontier orbital gap (spin up / spin down): 4.8 / 5.0 eV
charge: +1
lowest unoccupied orbital energy (spin up / spin down): -0.2427 / -0.2344 Eh
ΔE to the lowest compared entry with this formula, charge and spin: 70.9 kcal/mol
spin multiplicity: 2
HOMO energy (spin up / spin down): -11.37 / -11.34 eV

Geometry (Å):
Ir: 1.11803 -0.16455 0.20413
N: 3.11124 2.97644 -2.40047
C: 2.25697 2.16905 -1.74135
S: 2.51052 1.92649 -0.02695
N: 1.29970 1.60639 -2.40419
N: 0.44828 0.76982 -1.80974
C: -0.70044 0.65860 -2.41895
C: -1.85480 -0.02885 -1.99701
C: -2.99573 0.04224 -2.81813
C: -4.18391 -0.53418 -2.45107
C: -4.27851 -1.22287 -1.23040
C: -3.19540 -1.33676 -0.40808
C: -1.93904 -0.74231 -0.74241
O: -0.97140 -0.84598 0.06417
H: 3.68094 3.60701 -1.85932
H: 2.82789 3.28711 -3.31803
H: -0.79490 1.22241 -3.34698
H: -2.91587 0.57773 -3.75138
H: -5.04500 -0.44919 -3.09248
H: -5.22462 -1.65293 -0.94021
H: -3.25206 -1.85685 0.53580
O: 1.05252 -1.97998 3.87188
C: 0.70946 -1.02179 3.21992
O: 1.33036 -0.39668 2.32162
C: -0.69863 -0.43297 3.53764
C: -1.41248 -0.96492 4.60218
C: -2.68020 -0.47020 4.87948
C: -3.25979 0.52382 4.10604
C: -2.52828 1.02669 3.03994
C: -1.24545 0.57073 2.75641
N: -3.12461 2.02394 2.16571
O: -4.13650 2.55915 2.53902
O: -2.57012 2.21527 1.10400
N: -3.43117 -1.04748 5.99779
O: -2.88970 -1.92122 6.62411
O: -4.53456 -0.60328 6.19093
H: -0.99618 -1.75835 5.20876
H: -4.25823 0.88769 4.31471
H: -0.70236 1.00190 1.92023
S: 2.71816 -1.87856 -0.62656
C: 3.74947 -1.20058 -1.80271
N: 4.95353 -0.70477 -1.54281
C: 5.68871 -0.38001 -2.75416
C: 4.69654 -0.77797 -3.86626
N: 3.52723 -1.20499 -3.11415
H: 5.34038 -0.61534 -0.61816
H: 6.61482 -0.95822 -2.79833
H: 5.93978 0.68358 -2.77712
H: 5.07036 -1.60410 -4.47691
H: 4.44694 0.05703 -4.52387
H: 2.72812 -1.63723 -3.54627

---

Entry 4:
Computed, not measured: one molecule with the formula C18H16N2 in a non-equilibrium geometry, with ωB97M-V/def2-TZVPD.

Properties
frontier orbital gap: 10.2 eV
charge: 0
lowest unoccupied orbital energy: 0.0259 Eh
SMILES: CC(C)(c1ccccc1)C(C#N)(C#N)c1ccccc1
HOMO energy: -9.50 eV

Geometry (Å):
C: 3.10288 -0.33396 -1.33089
C: 2.09427 -1.51037 -1.34005
C: 1.20443 -1.37830 -2.60989
C: 1.20835 -1.53427 -0.07540
C: -0.06982 -2.09044 -0.13331
C: -0.84541 -2.20563 1.01886
C: -0.38690 -1.68832 2.23540
C: 0.84702 -1.03960 2.26936
C: 1.63825 -0.93441 1.11696
H: 2.60092 0.55355 -0.93996
H: 4.00409 -0.54450 -0.75401
H: 3.39189 -0.09070 -2.35417
H: 0.30275 -0.80737 -2.35995
H: 1.74944 -0.82519 -3.37823
H: 0.93914 -2.36506 -3.01663
H: -0.49044 -2.42071 -1.08245
H: -1.81780 -2.68125 0.96681
H: -0.97329 -1.79169 3.14053
H: 1.21031 -0.58058 3.19201
H: 2.57873 -0.37444 1.14174
C: 2.82983 -2.83065 -1.46390
C: 1.85596 -3.93966 -1.52312
N: 1.08837 -4.81705 -1.60146
C: 3.87237 -3.24459 -0.36789
C: 5.22064 -2.91404 -0.50587
C: 6.16512 -3.28275 0.46393
C: 5.76603 -4.01558 1.58354
C: 4.43472 -4.41902 1.68718
C: 3.49917 -4.03657 0.71633
C: 3.55423 -2.84147 -2.73859
N: 4.11975 -2.83763 -3.76336
H: 5.56222 -2.45287 -1.43462
H: 7.21924 -3.06548 0.29364
H: 6.50838 -4.35915 2.31109
H: 4.13125 -5.10748 2.47891
H: 2.48232 -4.43704 0.75741

---

Entry 5:
Computed, not measured: C18H17AsBrCl3F6N2O13S4Sc as an isolated structure in a non-equilibrium geometry, with ωB97M-V/def2-TZVPD.

Properties
frontier orbital gap: 9.0 eV
charge: -1
lowest unoccupied orbital energy: 0.0750 Eh
ΔE to the lowest compared entry with this formula, charge and spin: 11.7 kcal/mol
HOMO energy: -6.94 eV

Geometry (Å):
Sc: -0.20067 0.27384 0.49188
F: -3.59408 3.51706 1.95163
C: -4.09166 2.31811 1.67962
F: -5.28983 2.13670 2.29005
F: -4.14594 2.09499 0.39025
S: -2.99583 1.13709 2.54973
O: -1.69060 1.37297 1.96597
O: -3.14193 1.42003 3.93286
N: -3.66521 -0.23240 2.31826
S: -2.81903 -1.53530 2.00957
O: -1.51061 -1.28337 1.34273
O: -2.72435 -2.41497 3.13067
C: -3.87126 -2.44609 0.71918
F: -5.17851 -2.15585 1.06582
F: -3.67405 -3.77588 0.86072
F: -3.69120 -2.15863 -0.55999
O: 3.70174 1.47827 -1.62971
S: 2.61944 0.49333 -1.61529
O: 3.03914 -0.86404 -1.96260
O: 1.87127 0.49104 -0.32107
C: 1.23987 0.88838 -2.68905
C: 1.09889 -0.08167 -3.79767
C: -0.00008 -0.58569 -4.35731
C: -1.40075 -0.23896 -4.35126
C: -0.94052 1.98583 -3.18909
C: 0.39091 1.88103 -2.48438
S: 0.47110 3.03807 -1.07098
O: 1.86579 3.31907 -0.78383
O: -0.38593 4.10810 -1.47120
O: -0.14282 2.25197 0.04514
H: 1.97932 -0.61041 -4.20806
H: 0.19408 -1.44022 -4.98265
H: -1.76358 0.12502 -5.31549
H: -1.53532 2.76117 -2.67430
C: 3.82103 0.22467 2.35729
As: 2.20917 1.10882 2.83312
C: 2.39743 2.91166 2.19809
C: 2.06004 1.30976 4.75169
O: 0.94999 0.30170 2.15273
H: 3.67382 -0.08288 1.34515
H: 3.94978 -0.69206 2.94503
H: 4.64915 0.87492 2.52029
H: 1.36174 3.24956 2.02622
H: 2.99891 2.85720 1.31080
H: 2.86449 3.56818 2.95091
H: 1.80018 0.45608 5.33964
H: 1.24795 2.06988 5.00686
H: 2.98554 1.82025 5.07840
Br: 1.06907 -3.10173 2.92186
C: 1.21237 -3.30089 1.03911
C: 1.97771 -4.37989 0.71170
C: 2.20471 -4.54536 -0.58930
C: 1.70739 -3.66798 -1.51295
C: 0.89237 -2.60624 -1.11661
N: 0.66113 -2.41322 0.20095
H: 2.26254 -5.05849 1.49058
H: 2.78148 -5.39420 -0.82472
H: 1.81201 -3.76152 -2.63714
H: 0.35056 -1.99091 -1.78665
Cl: -2.35959 -1.84589 -4.07507
C: -1.86823 0.72757 -3.22328
Cl: -3.47218 1.39938 -3.63280
Cl: -0.60992 2.66815 -4.77443
C: -1.93307 0.11711 -1.81015
O: -2.86881 0.28382 -1.06619
O: -0.80651 -0.37610 -1.41130

---

Entry 6:
Computed, not measured: C18H17Br2N3Ti as an isolated structure in a non-equilibrium geometry, with ωB97M-V/def2-TZVPD.

Properties
frontier orbital gap (spin up / spin down): 7.3 / 7.8 eV
charge: +2
lowest unoccupied orbital energy (spin up / spin down): -0.2856 / -0.2787 Eh
ΔE to the lowest compared entry with this formula, charge and spin: 0.0 kcal/mol
spin multiplicity: 3
HOMO energy (spin up / spin down): -15.08 / -15.36 eV

Geometry (Å):
Ti: -0.43739 -0.59956 -0.13703
C: -0.76840 0.54441 -3.53549
C: 0.62296 0.16585 -3.08577
C: 1.68430 0.03306 -4.02391
C: 2.97656 -0.14314 -3.49986
C: 3.21463 -0.08868 -2.10457
C: 2.12948 -0.00675 -1.26357
N: 0.83740 0.03919 -1.76121
C: 2.25621 0.12218 0.23641
C: 3.42562 0.27932 0.97846
C: 3.31297 0.57405 2.30794
C: 2.05252 0.63474 2.93321
C: 0.94337 0.53322 2.11688
N: 1.07867 0.28621 0.83162
C: -0.48242 0.63040 2.56917
C: -0.80390 0.99954 3.86176
C: -2.16236 1.01459 4.26468
C: -3.10936 0.73785 3.31855
C: -2.71692 0.37082 2.02779
C: -3.74093 0.05385 0.99832
N: -1.46162 0.27238 1.65351
H: -0.64178 1.52392 -4.05323
H: -1.46117 0.70363 -2.72286
H: -1.19280 -0.20176 -4.17601
H: 1.46953 0.18473 -5.09122
H: 3.84035 -0.11288 -4.18137
H: 4.18996 -0.07614 -1.68528
H: 4.37984 0.24690 0.49602
H: 4.16142 0.84256 2.87986
H: 1.94957 0.85765 3.98388
H: 0.04361 1.29020 4.50777
H: -2.51524 1.37523 5.20706
H: -4.17761 0.78806 3.51298
H: -4.64851 0.56909 1.31644
H: -3.95422 -0.99212 0.98420
H: -3.39151 0.42297 0.04362
Br: -2.51185 -1.61072 -1.61387
C: -1.64644 -2.84366 -2.65727
Br: 0.35249 -2.82991 0.33210
H: -1.99355 -3.04718 -3.71316
H: -1.10347 -3.54409 -2.05659